Record 1
8
Properties=species:S:1:pos:R:3:lowdin_charge:R:1 method="wB97M-V/def2-TZVPD" orbital_gap_ev=10.1 largest_force_ev_per_a=4.2 relative_energy_ev=4.462 smiles="[O-][N+]#CCl.C=O" lumo_energy_ev=0.1
N 0.17 -1.90 0.62 -0.22
C 0.26 -1.46 1.68 -0.55
H 0.43 2.53 -1.33 0.07
O 0.37 -2.43 -0.39 0.06
Cl -0.18 -0.65 3.06 0.71
O -1.29 1.54 -1.59 0.02
C -0.16 1.61 -1.30 -0.17
H 0.41 0.76 -0.75 0.09



Record 2
10
Properties=species:S:1:pos:R:3:lowdin_charge:R:1 method="wB97M-V/def2-TZVPD" orbital_gap_ev="7.5 / 9.0" largest_force_ev_per_a=3.8 relative_energy_ev=6.558 lumo_energy_ev="-0.2 / 0.3"
N 0.97 0.39 -0.41 -0.07
H 2.98 0.54 -0.14 0.16
N -0.20 0.96 0.00 0.03
C -0.27 -1.74 0.01 0.11
N -1.23 -1.10 0.26 0.09
O 2.08 0.74 0.38 -0.11
H -0.08 -2.76 -0.28 0.07
C -1.41 0.27 0.12 -0.56
O -2.49 0.74 0.08 0.12
H -0.35 1.97 -0.02 0.16



Record 3
13
Properties=species:S:1:pos:R:3:lowdin_charge:R:1 method="wB97M-V/def2-TZVPD" orbital_gap_ev=7.8 largest_force_ev_per_a=4.2 relative_energy_ev=2.183 smiles=CCCSS lumo_energy_ev=-1.3
C 1.83 -0.34 -0.47 -0.36
H 3.37 0.93 0.64 0.07
S -2.34 0.61 0.50 0.35
H -1.74 1.07 -0.56 -0.30
C 2.91 0.75 -0.33 -0.13
H 2.54 1.64 -0.88 0.08
H 0.67 -0.02 1.47 0.06
H 2.01 -1.31 -0.04 0.08
H 1.59 -0.36 -1.54 0.09
H 3.78 0.33 -0.90 0.08
C 0.60 0.18 0.41 -0.60
H 0.30 1.19 0.16 0.03
S -0.58 -1.06 -0.23 0.55



Record 4
22
Properties=species:S:1:pos:R:3:lowdin_charge:R:1 method="wB97M-V/def2-TZVPD" orbital_gap_ev=9.6 largest_force_ev_per_a=0.9 relative_energy_ev=0.112 smiles=C[C@H](CCS)NCN lumo_energy_ev=1.0
H -3.17 0.53 -0.96 -0.15
H -0.25 0.69 -1.97 0.11
H 1.22 1.47 1.30 0.10
N 0.78 0.56 1.19 -0.04
H 2.96 0.69 -0.33 0.08
C 1.34 -0.29 2.22 -0.30
H 0.59 -0.47 3.00 0.10
N 2.53 0.30 2.85 0.01
C -1.32 -0.90 -0.97 -0.59
H 1.10 -0.96 -0.16 0.12
H 2.41 0.43 3.84 0.06
S -2.96 -0.59 -1.67 0.69
H -1.42 -1.29 0.04 0.07
C -0.44 0.34 -0.95 -0.26
H 1.86 1.88 -0.94 0.08
H 1.57 -1.28 1.82 0.11
C 0.89 0.11 -0.20 -0.42
C 2.04 0.80 -0.92 -0.06
H -0.96 1.15 -0.44 0.10
H 2.18 0.41 -1.93 0.07
H 3.35 -0.26 2.67 0.06
H -0.86 -1.69 -1.57 0.07



Record 5
80
Properties=species:S:1:pos:R:3:lowdin_charge:R:1 method="wB97M-V/def2-TZVPD" orbital_gap_ev=5.8 largest_force_ev_per_a=3.1 relative_energy_ev=0.449 charge=-1 lumo_energy_ev=2.0
H 14.57 -5.21 20.30 0.07
H 7.29 -4.88 16.82 0.09
C 9.55 -4.35 10.28 -0.12
C 8.62 -14.21 17.24 -0.10
C 4.49 -6.59 16.60 -0.02
H 8.72 -15.08 17.81 0.08
H 11.98 -2.73 18.67 0.11
C 10.83 -9.63 17.85 -0.50
Sc 8.60 -8.33 15.93 0.56
H 14.82 -7.32 17.78 0.11
C 9.46 -12.95 15.35 -0.19
H 10.16 -2.94 20.37 0.08
H 10.85 -13.83 13.96 0.11
C 5.76 -7.39 14.32 -0.39
H 10.91 -10.37 20.81 0.11
H 8.44 -4.75 20.15 0.10
H 9.78 -9.01 20.46 0.07
H 4.02 -6.21 17.54 0.12
C 9.24 -5.53 18.32 -0.56
C 7.98 -11.95 16.94 -0.57
H 10.87 -8.81 21.81 0.08
H 10.29 -7.52 11.38 0.09
C 10.16 -3.62 19.52 -0.10
S 7.96 -6.72 18.18 0.92
H 7.18 -13.12 18.52 0.08
O 9.72 -9.04 17.42 -0.25
C 8.68 -6.34 12.09 -0.56
C 13.14 -8.85 16.37 -0.03
C 9.76 -6.58 11.25 -0.15
S 10.29 -6.30 15.79 0.62
I 6.41 -10.52 17.11 1.00
C 11.21 -4.40 17.48 -0.13
H 9.94 -9.76 13.35 0.02
H 12.00 -4.45 16.74 0.09
C 9.73 -10.61 13.93 -0.17
H 15.81 -6.47 19.89 0.07
H 14.18 -8.83 16.04 0.08
N 6.53 -7.10 15.42 0.02
C 6.38 -7.67 13.05 -0.39
C 6.71 -5.61 17.36 -0.32
C 10.22 -5.43 17.31 -0.65
C 9.20 -4.61 19.37 -0.12
O 11.04 -10.84 17.64 0.07
H 11.06 -11.71 12.60 0.10
C 8.89 -11.78 15.84 -0.26
C 3.72 -7.11 15.55 -0.05
C 10.78 -9.25 20.79 -0.03
H 12.72 -9.82 16.17 0.07
C 10.24 -12.92 14.15 -0.05
C 7.85 -13.12 17.67 -0.15
H 6.02 -6.96 12.32 0.08
H 12.64 -7.38 21.50 0.11
S 6.99 -4.58 13.35 0.53
H 9.88 -15.05 15.79 0.11
C 11.91 -8.82 18.55 -0.06
C 11.19 -3.52 18.54 -0.10
C 8.50 -4.09 11.14 -0.16
H 11.16 -5.76 9.80 0.09
C 10.25 -5.57 10.40 -0.12
C 10.37 -11.77 13.45 -0.09
C 5.88 -6.42 16.40 -0.34
C 12.74 -7.67 20.46 -0.03
H 14.90 -6.43 21.48 0.09
C 13.03 -8.42 17.82 -0.23
H 12.61 -8.11 15.71 0.07
C 14.85 -6.26 20.36 -0.07
H 7.99 -3.11 11.20 0.09
C 11.84 -8.59 19.92 -0.21
C 13.95 -7.61 18.38 0.00
H 6.11 -5.13 18.16 0.09
C 8.08 -5.01 12.12 -0.77
S 8.24 -7.70 13.08 0.93
C 13.82 -7.18 19.75 -0.25
C 9.33 -14.16 16.07 -0.04
H 9.86 -3.54 9.63 0.09
C 4.37 -7.60 14.42 -0.02
H 3.85 -8.10 13.60 0.12
H 6.02 -8.71 12.73 0.12
H 2.65 -7.23 15.64 0.10
C 9.07 -10.50 15.13 -0.17



Record 6
7
Properties=species:S:1:pos:R:3:lowdin_charge:R:1 method="wB97M-V/def2-TZVPD" orbital_gap_ev="7.6 / 7.6" largest_force_ev_per_a=4.0 relative_energy_ev=1.875 lumo_energy_ev="-1.9 / -1.7"
O 2.35 -0.25 0.63 -0.52
O -1.30 -0.63 -0.44 -0.05
O -0.11 1.30 -0.08 -0.11
C -0.36 0.07 0.27 -0.71
S 1.45 -0.36 -0.50 1.08
H -0.43 -0.22 1.30 0.13
H -1.60 0.09 -1.17 0.19



Record 7
82
Properties=species:S:1:pos:R:3:lowdin_charge:R:1 method="wB97M-V/def2-TZVPD" orbital_gap_ev=7.1 largest_force_ev_per_a=2.0 relative_energy_ev=0.463 charge=+3 lumo_energy_ev=-8.9
Ti -0.35 0.13 -0.44 0.77
C -2.23 -1.21 2.19 -0.66
H 0.68 -2.31 -0.20 0.10
C 3.14 2.99 1.88 -0.21
C -4.11 -1.89 3.16 0.00
S -1.66 -0.08 -2.66 0.81
C -3.66 1.71 1.71 -0.20
N 3.32 0.89 1.22 0.08
C 1.90 -0.94 -3.04 -0.16
C 1.93 2.63 1.29 0.09
H -5.12 -0.45 -5.03 0.11
H 3.41 -3.58 2.15 0.12
H -1.74 0.01 4.55 0.07
C 5.45 -1.89 0.02 -0.04
H 3.09 0.79 -3.57 0.13
H 5.36 0.22 -0.36 0.13
H 2.59 -1.41 -3.75 0.13
H -3.45 2.94 -1.75 0.07
H -1.64 -1.08 -0.33 -0.03
C 5.33 1.84 2.34 0.06
N 3.96 1.93 1.84 -0.01
H 6.03 2.31 1.65 0.12
H -3.82 0.65 -4.53 0.09
C 2.29 0.54 -2.86 -0.16
H 5.38 2.33 3.31 0.11
C -4.19 -2.16 1.84 -0.01
H 2.66 -1.44 -1.08 0.09
H 0.92 -1.02 -3.51 0.09
C 1.91 -1.79 -1.77 -0.18
N 0.59 -1.76 -1.06 -0.04
H -4.81 -2.08 3.96 0.15
C -4.71 -2.26 -1.58 -0.01
H -1.95 -3.04 -0.29 0.12
H -3.43 -0.91 -5.28 0.11
H 3.82 4.16 3.54 0.11
H 0.48 1.18 -3.85 0.09
H 1.05 3.23 1.21 0.13
O 1.25 0.49 0.28 -0.26
B -2.49 -1.97 -0.19 -0.44
H -0.08 -2.27 -1.63 0.09
C 3.32 -1.47 1.77 -0.01
H -4.98 -2.65 1.30 0.12
H -4.74 3.16 -0.54 0.09
H 2.13 -2.83 -2.01 0.13
N -4.12 -1.02 -3.29 -0.10
H -5.19 -2.95 -0.91 0.13
H -0.48 2.30 -2.11 0.07
H -6.01 -2.07 -3.36 0.15
H 6.28 -2.06 -0.65 0.12
H 2.50 -1.29 2.46 0.12
C 4.94 -0.61 0.18 -0.02
H -1.76 -1.68 5.11 0.11
H 2.75 5.01 2.42 0.10
C 3.83 -2.75 1.59 -0.04
C 2.08 1.31 0.89 -0.33
H 4.44 4.68 1.98 0.11
C -3.13 -0.95 -2.39 -0.63
O -1.66 1.49 0.03 -0.70
H -3.19 -0.65 5.33 0.11
C 3.56 4.28 2.49 0.02
N -2.88 -1.29 3.36 -0.10
C 4.89 -2.96 0.72 -0.04
C -5.12 -1.85 -2.80 0.00
H 0.90 2.44 -1.26 0.09
S -2.71 2.52 0.45 1.02
H 5.30 -3.95 0.60 0.12
H -4.51 2.35 1.94 0.09
C 1.16 1.54 -3.08 -0.20
H -3.03 1.61 2.59 0.06
H -3.99 0.74 1.34 0.06
C -4.12 -0.39 -4.62 0.01
N -3.02 -1.72 1.24 0.02
H 2.72 0.70 -1.87 0.10
H 5.60 0.79 2.47 0.10
C -2.36 -0.88 4.67 0.01
N 0.36 1.80 -1.84 -0.06
C -3.91 2.52 -0.86 -0.20
H 1.56 2.49 -3.43 0.13
H -4.24 1.50 -1.03 0.07
S -0.64 -0.56 2.00 0.81
N -3.48 -1.68 -1.32 0.03
C 3.88 -0.42 1.06 -0.23



Record 8
72
Properties=species:S:1:pos:R:3:lowdin_charge:R:1 method="wB97M-V/def2-TZVPD" orbital_gap_ev=9.6 largest_force_ev_per_a=2.2 lumo_energy_ev=0.4
H 1.30 0.32 5.37 0.07
C -0.12 -0.76 3.41 -0.09
C 1.48 -1.33 -3.04 -0.20
H 4.13 -0.53 -6.01 0.09
H -2.63 -0.02 -0.43 0.07
O 1.83 -3.87 2.26 -0.18
H -3.44 4.31 0.93 0.12
H -1.62 -4.48 2.02 0.10
O -2.51 7.17 -0.55 -0.19
H 2.32 -3.20 -3.63 0.12
H -0.97 -0.25 2.98 0.09
H -3.63 5.55 -1.21 0.13
H 1.22 -1.72 -2.05 0.10
C 1.09 0.13 3.20 -0.43
H -0.40 -2.84 3.64 0.13
H 1.77 1.70 4.43 0.08
O -1.58 4.47 0.13 -0.20
H -1.90 -3.94 -0.45 0.12
H -1.53 -5.57 0.02 0.13
C 2.62 -2.15 -3.59 -0.20
O 0.24 -5.28 3.43 -0.26
O 1.06 -3.96 -0.76 0.07
H 2.03 -2.26 3.48 0.14
H 4.05 -0.12 -4.29 0.08
O -3.37 -2.14 0.59 -0.40
C 1.48 -2.50 2.58 -0.13
H 0.44 4.64 -0.04 0.09
H -1.07 7.84 -1.82 0.09
H 3.50 -2.07 -2.95 0.13
H -0.98 -2.05 -0.53 0.11
C -1.12 -4.57 -0.01 -0.13
H -1.17 -0.06 -1.47 0.08
H -3.21 -3.29 2.61 0.04
H -2.46 5.61 1.63 0.13
C -0.82 -4.10 1.41 -0.28
H -0.27 -0.83 4.47 0.11
C -0.35 5.02 0.59 -0.11
H -1.48 1.27 -0.41 0.09
H 1.84 -1.90 1.77 0.11
C -1.57 0.19 -0.50 -0.08
H 0.57 -1.77 0.21 0.12
C -2.72 5.10 0.69 -0.21
C 1.81 0.61 4.46 -0.03
O 1.84 0.03 -2.87 -0.19
C 4.09 -0.94 -5.01 -0.11
O 1.07 -5.99 1.34 -0.23
C 1.34 0.87 -3.90 -0.11
H 2.31 1.09 2.19 0.07
P -2.68 -2.18 1.89 0.80
H -4.27 6.46 0.17 0.13
O 2.94 -1.77 -4.93 -0.19
H -1.36 6.09 -1.92 0.08
C 0.02 -2.22 2.85 -0.24
H 2.86 0.34 4.46 0.08
S 0.64 -4.89 2.12 0.62
H 5.00 -1.53 -4.83 0.09
H -0.07 -5.13 -1.88 0.14
C 0.05 -4.55 -0.95 -0.27
H -0.16 4.72 1.62 0.09
H -2.90 -1.06 2.71 0.03
H -2.54 7.25 -2.62 0.09
C -3.36 6.06 -0.28 -0.21
C -0.49 -1.73 0.38 -0.21
H 0.26 1.02 -3.78 0.08
H 1.55 0.46 -4.89 0.08
O -0.83 -0.36 0.58 -0.20
H 0.59 -1.42 -3.68 0.13
C -1.84 7.07 -1.79 -0.11
H -0.36 6.11 0.52 0.08
N 1.49 0.50 2.08 0.17
C -0.89 -2.52 1.61 -0.40
H 1.84 1.84 -3.81 0.09



Repeat the eighth record exactly.
72
Properties=species:S:1:pos:R:3:lowdin_charge:R:1 method="wB97M-V/def2-TZVPD" orbital_gap_ev=9.6 largest_force_ev_per_a=2.2 lumo_energy_ev=0.4
H 1.30 0.32 5.37 0.07
C -0.12 -0.76 3.41 -0.09
C 1.48 -1.33 -3.04 -0.20
H 4.13 -0.53 -6.01 0.09
H -2.63 -0.02 -0.43 0.07
O 1.83 -3.87 2.26 -0.18
H -3.44 4.31 0.93 0.12
H -1.62 -4.48 2.02 0.10
O -2.51 7.17 -0.55 -0.19
H 2.32 -3.20 -3.63 0.12
H -0.97 -0.25 2.98 0.09
H -3.63 5.55 -1.21 0.13
H 1.22 -1.72 -2.05 0.10
C 1.09 0.13 3.20 -0.43
H -0.40 -2.84 3.64 0.13
H 1.77 1.70 4.43 0.08
O -1.58 4.47 0.13 -0.20
H -1.90 -3.94 -0.45 0.12
H -1.53 -5.57 0.02 0.13
C 2.62 -2.15 -3.59 -0.20
O 0.24 -5.28 3.43 -0.26
O 1.06 -3.96 -0.76 0.07
H 2.03 -2.26 3.48 0.14
H 4.05 -0.12 -4.29 0.08
O -3.37 -2.14 0.59 -0.40
C 1.48 -2.50 2.58 -0.13
H 0.44 4.64 -0.04 0.09
H -1.07 7.84 -1.82 0.09
H 3.50 -2.07 -2.95 0.13
H -0.98 -2.05 -0.53 0.11
C -1.12 -4.57 -0.01 -0.13
H -1.17 -0.06 -1.47 0.08
H -3.21 -3.29 2.61 0.04
H -2.46 5.61 1.63 0.13
C -0.82 -4.10 1.41 -0.28
H -0.27 -0.83 4.47 0.11
C -0.35 5.02 0.59 -0.11
H -1.48 1.27 -0.41 0.09
H 1.84 -1.90 1.77 0.11
C -1.57 0.19 -0.50 -0.08
H 0.57 -1.77 0.21 0.12
C -2.72 5.10 0.69 -0.21
C 1.81 0.61 4.46 -0.03
O 1.84 0.03 -2.87 -0.19
C 4.09 -0.94 -5.01 -0.11
O 1.07 -5.99 1.34 -0.23
C 1.34 0.87 -3.90 -0.11
H 2.31 1.09 2.19 0.07
P -2.68 -2.18 1.89 0.80
H -4.27 6.46 0.17 0.13
O 2.94 -1.77 -4.93 -0.19
H -1.36 6.09 -1.92 0.08
C 0.02 -2.22 2.85 -0.24
H 2.86 0.34 4.46 0.08
S 0.64 -4.89 2.12 0.62
H 5.00 -1.53 -4.83 0.09
H -0.07 -5.13 -1.88 0.14
C 0.05 -4.55 -0.95 -0.27
H -0.16 4.72 1.62 0.09
H -2.90 -1.06 2.71 0.03
H -2.54 7.25 -2.62 0.09
C -3.36 6.06 -0.28 -0.21
C -0.49 -1.73 0.38 -0.21
H 0.26 1.02 -3.78 0.08
H 1.55 0.46 -4.89 0.08
O -0.83 -0.36 0.58 -0.20
H 0.59 -1.42 -3.68 0.13
C -1.84 7.07 -1.79 -0.11
H -0.36 6.11 0.52 0.08
N 1.49 0.50 2.08 0.17
C -0.89 -2.52 1.61 -0.40
H 1.84 1.84 -3.81 0.09



Repeat the sixth record exactly.
7
Properties=species:S:1:pos:R:3:lowdin_charge:R:1 method="wB97M-V/def2-TZVPD" orbital_gap_ev="7.6 / 7.6" largest_force_ev_per_a=4.0 relative_energy_ev=1.875 lumo_energy_ev="-1.9 / -1.7"
O 2.35 -0.25 0.63 -0.52
O -1.30 -0.63 -0.44 -0.05
O -0.11 1.30 -0.08 -0.11
C -0.36 0.07 0.27 -0.71
S 1.45 -0.36 -0.50 1.08
H -0.43 -0.22 1.30 0.13
H -1.60 0.09 -1.17 0.19



Repeat the sixth record exactly.
7
Properties=species:S:1:pos:R:3:lowdin_charge:R:1 method="wB97M-V/def2-TZVPD" orbital_gap_ev="7.6 / 7.6" largest_force_ev_per_a=4.0 relative_energy_ev=1.875 lumo_energy_ev="-1.9 / -1.7"
O 2.35 -0.25 0.63 -0.52
O -1.30 -0.63 -0.44 -0.05
O -0.11 1.30 -0.08 -0.11
C -0.36 0.07 0.27 -0.71
S 1.45 -0.36 -0.50 1.08
H -0.43 -0.22 1.30 0.13
H -1.60 0.09 -1.17 0.19